Record 1
2 unconnected molecules or ions with the total composition C3H7F2O2P in a non-equilibrium geometry, computed with ωB97M-V with the def2-TZVPD basis set.

```
! wB97M-V def2-TZVPD RIJCOSX def2/J DEFGRID3
* xyz 0 1
P 0.24575 1.57005 -1.86288
F 1.30488 3.94215 -1.18265
F 1.63441 3.25707 -3.20297
O 1.06614 -0.01295 0.19167
O -1.01100 2.16928 -1.43698
C 0.03594 0.09229 1.06503
C 1.69155 2.86024 -1.87231
C -0.95134 -1.05847 0.94686
H -1.79888 -0.88866 1.63483
H -0.43830 -2.03358 1.19448
H 0.26493 0.25702 2.15781
H -0.33427 1.17351 0.83050
H 0.27987 1.08070 -3.09960
H 2.68440 2.53697 -1.43119
H -1.47184 -1.40470 -0.03421
*
```

Computed properties:
Molecular weight (g/mol): 144.1
Energy relative to the best compared isomer or geometry (same formula, charge and spin) (eV): 7.085
Highest occupied orbital energy (alpha / beta) (eV): -10.54 / -8.96
LUMO (alpha / beta) (eV): -1.32 / -1.47
Energy (eV): -22039.0019

Record 2
2 unconnected molecules or ions with the total composition C3H7F2P in a non-equilibrium geometry, computed with ωB97M-V with the def2-TZVPD basis set.

```
! wB97M-V def2-TZVPD RIJCOSX def2/J DEFGRID3
* xyz 0 1
P 1.80036 -0.45516 -0.32233
F 1.38352 2.18339 0.16639
F -1.94544 1.53102 0.03632
C -1.33928 -0.55015 -1.15020
C 1.01930 1.17710 -0.65742
C -1.29408 0.41040 0.05094
H -1.03146 -0.00906 0.98874
H -0.51105 -0.28528 -1.86808
H -2.15971 -0.62453 -1.73592
H -1.08669 -1.48627 -0.70274
H 0.77646 1.40684 -1.72093
H 3.10282 -0.21992 -0.54077
H 1.86135 -0.87048 -1.65719
*
```

Computed properties:
Molecular weight (g/mol): 112.1
Energy relative to the best compared isomer or geometry (same formula, charge and spin) (eV): 4.778
Highest occupied orbital energy (alpha / beta) (eV): -7.82 / -8.06
LUMO (alpha / beta) (eV): 0.50 / 0.82
Energy (eV): -17943.3836

Record 3
A molecular structure, C3H7F5N3OP3 in a non-equilibrium geometry, computed with ωB97M-V with the def2-TZVPD basis set.

```
! wB97M-V def2-TZVPD RIJCOSX def2/J DEFGRID3
* xyz 0 1
P 2.46758 1.54001 0.18699
P 2.97339 -0.97962 -0.60822
P 0.56567 -0.45637 0.48444
F 3.13422 -1.29761 -2.15441
F 0.31809 -0.84462 1.98613
F 3.20292 2.34900 1.29084
F 2.42979 2.66358 -0.96234
F 3.97399 -2.05247 -0.18016
O -0.67779 -0.72906 -0.28267
N 3.58591 0.45107 -0.31997
N 1.53841 -1.54774 -0.15880
N 0.99730 1.15510 0.54494
C -2.06633 1.12166 0.65855
C -1.90467 -0.04762 -0.38064
C -2.91919 -1.20126 -0.40701
H -1.85915 0.62646 1.64870
H -3.09360 1.45104 0.57368
H -1.30848 1.90543 0.50253
H -1.88936 0.49841 -1.34713
H -2.39028 -2.06784 -0.91412
H -3.13814 -1.31870 0.70383
H -3.94030 -1.21888 -0.86515
*
```

Computed properties:
Molecular weight (g/mol): 289.0
Highest occupied orbital energy (eV): -10.99
LUMO (eV): 0.59
Energy (eV): -51204.6526